Record 1
C20H22N4O5PdS as an isolated structure in a non-equilibrium geometry. Source: OMol25; level of theory: ωB97M-V/def2-TZVPD.

```
53
Properties=species:S:1:pos:R:3:forces:R:3
C 0.550 -3.795 3.878 -0.05 -0.08 0.03
C -0.523 3.239 -1.344 0.03 0.08 -0.16
H 4.203 2.015 0.357 -0.02 0.02 0.00
H -1.018 -5.081 -2.449 -0.01 -0.01 0.00
C -0.274 5.645 -1.414 0.00 0.12 -0.05
O -2.242 1.624 0.979 -0.14 -0.05 0.04
O -2.078 -3.345 -2.723 0.04 -0.11 -0.28
C -0.369 4.478 0.702 0.06 0.12 -0.06
H -1.290 -5.482 4.317 -0.01 0.00 0.00
H 3.046 -1.410 -1.928 0.01 -0.03 0.05
C -0.892 -4.103 -2.918 -0.08 0.06 0.01
S -0.802 1.750 0.968 -0.10 0.24 -0.01
O -0.186 1.995 2.262 0.06 0.05 0.07
N -0.385 -4.199 2.968 -0.02 0.04 -0.03
N 0.675 -2.909 1.249 -0.63 -0.17 0.18
C 2.132 1.501 0.310 -0.05 -0.02 0.06
H -3.504 -1.267 -0.803 -0.01 0.04 -0.01
C 3.454 1.335 -0.036 -0.01 0.04 -0.02
H -0.335 4.473 1.785 -0.01 0.03 -0.01
H -4.142 -2.549 -1.890 0.01 -0.02 0.00
H 0.291 7.716 -1.626 0.00 0.00 -0.01
C -1.504 -5.025 3.348 -0.01 0.06 -0.01
H -0.388 4.392 -3.147 -0.02 -0.01 0.01
C -0.516 3.271 0.041 -0.16 0.05 0.08
C -0.200 6.929 -2.202 0.05 -0.01 0.03
C -1.979 -2.273 -1.895 0.14 -0.30 0.92
H -0.057 -3.586 -2.440 0.05 0.05 0.01
C 2.814 -0.561 -1.289 -0.05 -0.15 -0.16
C -0.250 5.659 -0.026 0.01 -0.08 0.17
H 0.355 6.793 -3.132 0.00 0.00 0.00
C -0.374 -3.670 1.646 0.41 0.01 -0.03
H 4.855 0.111 -1.149 -0.01 -0.02 0.00
C 3.824 0.287 -0.869 -0.03 -0.01 -0.01
C 1.713 -2.635 2.090 0.14 0.07 -0.13
H -3.570 -0.991 -2.539 0.02 -0.02 -0.01
N 1.535 -0.429 -0.977 0.06 0.30 0.44
H 1.835 2.284 0.992 0.03 -0.01 0.02
H 0.400 -4.139 4.896 0.00 -0.02 0.00
H -0.614 2.280 -1.842 -0.01 0.02 0.00
O 2.755 -2.088 1.713 -0.04 0.04 0.03
Pd -0.564 -1.832 -0.652 -0.08 -0.02 -1.46
H -2.430 -4.447 3.414 0.00 0.00 0.00
H -1.198 7.288 -2.465 -0.01 0.00 -0.01
H -0.730 -4.222 -3.994 -0.01 -0.01 0.00
C -3.396 -1.754 -1.770 0.05 0.20 -0.03
H 2.334 -2.709 4.211 0.00 0.01 -0.01
C -0.398 4.422 -2.062 -0.01 -0.19 -0.03
N -0.188 0.626 0.094 0.67 0.01 0.05
O -1.324 -3.976 0.930 -0.21 -0.37 0.32
H -1.663 -5.801 2.601 0.00 -0.01 0.00
C 1.165 0.586 -0.171 -0.11 0.02 0.05
C 1.579 -3.030 3.508 0.07 0.06 -0.05
H -0.130 6.606 0.494 -0.01 -0.02 0.01
```
Positions in Å, forces in eV/Å.

Calculated values
- Charge: -2
- Kohn-Sham gap: 0.1395 hartree
- HOMO level: 0.021 Eh

Mulliken analysis output, partial charges in e: 0.1992 -0.3774 0.3408 0.2319 1.1014 -0.7720 -0.0635 -0.4935 0.3225 0.3191 -0.5537 1.2174 -0.7326 0.1786 -0.2846 -0.3724 0.2773 -0.4803 0.4694 0.3844 0.3469 -0.9902 0.3109 -0.2626 -1.4482 0.4047 0.0319 -0.4487 -0.5967 0.3460 0.4423 0.3291 -0.5284 0.4733 0.2840 -0.1210 0.3378 0.2339 0.4754 -0.7150 -0.3121 0.2695 0.2748 0.2931 -1.3390 0.3292 -0.7877 -0.2849 -0.6395 0.2793 0.7829 -0.9594 0.2762

=====

Record 2
An isolated molecule of C20H22N4O5S in a non-equilibrium geometry. Source: OMol25; level of theory: ωB97M-V/def2-TZVPD.

```
52
Properties=species:S:1:pos:R:3:forces:R:3
H -0.674 1.524 -3.464 0.04 0.03 -0.07
O -4.921 0.417 0.366 0.30 0.12 0.21
C 4.027 1.891 -0.597 -0.18 0.34 0.06
N 1.407 -2.351 0.189 0.23 0.06 -0.44
C -2.057 0.688 -2.046 -0.46 -0.35 0.43
H -1.020 -0.399 1.184 0.04 0.04 0.02
C -2.921 -2.768 -0.121 0.27 -0.32 -0.64
H 2.433 4.209 -0.911 0.02 -0.01 0.02
C 2.764 1.630 -0.080 0.06 -0.17 -0.03
C 2.178 3.932 0.118 0.04 0.20 0.01
C -1.393 -2.716 -0.220 -0.18 -0.21 0.27
O -1.809 3.132 1.616 0.04 0.18 0.31
C 2.385 0.311 0.165 0.00 0.13 0.02
H 0.936 -2.151 -0.676 -0.13 -0.04 0.10
H 5.865 1.043 -1.266 0.08 0.02 -0.04
N -3.458 -1.599 0.527 -0.53 0.76 -0.63
H -1.176 -3.376 1.813 0.09 0.00 -0.03
N -1.042 3.562 0.624 0.60 0.28 -0.91
S -4.007 -0.357 -0.409 -0.12 -0.22 -0.08
C -2.897 -1.271 1.816 0.28 0.40 0.48
H 1.409 0.137 0.592 -0.13 -0.02 0.04
O -4.442 -0.924 -1.653 0.31 -0.09 -0.02
N -2.506 2.043 1.317 -0.60 -0.88 -0.31
C 2.838 -2.159 0.207 0.11 -0.13 0.17
C -2.619 0.728 -0.807 -0.70 -0.78 -0.34
H -3.234 -2.024 2.537 -0.03 0.08 -0.02
H 1.293 4.480 0.436 0.13 0.03 -0.02
C -0.672 2.652 -1.669 0.13 -0.15 -0.50
H -3.304 -0.301 2.100 0.05 -0.11 0.26
H -3.224 -3.649 0.455 -0.02 0.06 -0.03
H 3.019 4.173 0.775 -0.01 0.00 -0.04
H -3.383 -2.816 -1.107 0.08 -0.26 0.10
C 3.244 -0.739 -0.099 -0.06 0.14 -0.06
O 1.826 2.571 0.216 0.05 -0.31 0.02
C 4.503 -0.470 -0.626 0.05 -0.01 0.00
C 0.698 -2.544 1.323 -0.58 -0.24 -0.11
C -1.366 -1.242 1.788 -0.16 -0.24 0.12
C -0.824 -2.547 1.187 0.22 0.24 0.00
H 3.167 -2.423 1.219 -0.01 -0.03 -0.20
O 1.226 -2.705 2.404 0.10 0.04 0.40
C -1.228 2.723 -0.377 -0.99 -0.57 1.15
H 4.354 2.900 -0.790 0.00 0.11 -0.02
C -1.077 1.624 -2.467 0.42 0.61 0.12
H 0.038 3.394 -1.992 0.13 0.04 -0.11
H -1.121 -1.865 -0.852 0.06 -0.01 -0.05
C 4.884 0.836 -0.864 0.03 -0.16 0.02
C -2.193 1.741 0.072 0.85 1.43 0.49
H 3.311 -2.846 -0.503 0.01 0.08 0.11
H -0.985 -1.115 2.801 0.02 0.04 -0.01
H 5.183 -1.282 -0.835 0.09 -0.10 -0.05
H -1.029 -3.634 -0.683 0.02 0.01 -0.07
H -2.407 -0.068 -2.734 -0.04 -0.04 -0.11
```
Positions in Å, forces in eV/Å.

Calculated values
- SMILES: COc1cccc(CNC(=O)C2CCN(S(=O)(=O)c3cccc4nonc34)CC2)c1
- Kohn-Sham gap: 0.2841 hartree
- HOMO level: -0.324 Eh

Mulliken analysis output, partial charges in e: 0.4436 -0.6775 -0.4198 -0.0770 -0.1247 -0.5609 -1.4269 0.4427 0.1948 -1.1600 -0.4388 -0.1276 0.0623 0.2800 0.3621 0.2103 0.3972 -0.4621 1.2869 -1.4566 0.4697 -0.7470 -0.3907 -1.3042 -0.0195 0.3722 0.2501 -0.5817 0.5890 0.4131 0.4174 0.5282 0.6300 -0.1773 -0.7743 -0.1631 0.3489 0.6974 0.3745 -0.6924 0.8069 0.4461 -0.8796 0.4370 0.1492 -0.7906 0.2328 0.4584 0.6104 0.4064 0.5485 0.5864

=====

Record 3
C20H22N6O2PPt as an isolated structure. Source: OMol25; level of theory: ωB97M-V/def2-TZVPD.

```
52
Properties=species:S:1:pos:R:3:forces:R:3
H 0.868 -4.766 -1.242 0.00 0.00 0.00
H 0.476 2.081 -4.157 0.00 0.00 0.00
C 0.379 -4.783 -0.268 -0.02 -0.02 0.02
N 0.240 0.547 1.993 0.04 -0.16 -0.25
C -2.330 4.251 -2.423 0.01 -0.01 -0.02
P 1.185 -2.054 1.313 0.15 0.00 -0.13
C -1.616 3.254 -1.701 0.08 -0.01 0.05
C 2.140 -1.072 0.098 -0.01 0.15 0.25
N 3.205 -1.535 -0.591 0.03 -0.05 0.02
C 0.793 -1.991 4.483 -0.03 -0.01 -0.02
C 0.003 0.368 4.181 0.00 0.00 -0.06
C -3.675 4.736 -0.515 0.00 0.03 0.00
C -3.332 4.981 -1.859 -0.01 -0.01 0.01
H -2.233 -4.498 -1.181 -0.01 0.01 -0.01
H -0.189 0.510 5.229 0.00 0.00 0.00
H 4.600 -0.618 -1.934 -0.01 0.00 -0.01
C 3.699 -2.903 -0.623 0.03 0.00 0.02
C 3.732 -0.494 -1.311 0.07 0.01 0.09
C -2.326 -2.417 -0.361 -0.08 0.01 0.00
H -4.462 5.315 -0.050 0.00 -0.01 0.00
H -3.855 5.734 -2.429 0.01 0.00 0.00
C -0.146 1.208 3.118 -0.03 0.14 0.02
N -0.559 -3.683 -0.137 0.05 0.08 -0.04
H 4.785 -2.891 -0.661 0.00 0.01 0.00
H 0.151 -2.821 4.196 -0.01 0.00 0.00
C 0.615 -0.680 2.343 -0.05 -0.04 0.26
H 0.611 -1.750 5.526 0.00 0.00 0.00
C -1.983 3.000 -0.346 -0.15 -0.01 -0.03
H -1.205 2.592 -4.428 0.00 0.00 0.00
H -0.492 2.226 3.082 -0.03 -0.02 -0.02
H 0.020 3.789 -4.019 0.00 0.00 0.00
H -0.150 -5.726 -0.154 -0.01 0.00 -0.01
C -3.027 3.782 0.213 -0.01 -0.05 0.00
N 0.486 -0.809 3.685 -0.02 0.03 0.04
C -0.305 2.764 -3.839 0.00 0.01 -0.01
C -0.348 -2.457 0.437 -0.03 -0.02 0.00
Pt 0.227 1.178 0.089 0.07 0.02 0.67
H 3.313 -3.427 -1.496 0.00 0.00 0.00
H 3.387 -3.419 0.282 0.00 0.00 0.00
N 1.999 0.231 -0.137 -0.21 -0.32 -0.88
C -1.817 -3.651 -0.663 -0.04 -0.01 0.03
H -3.302 -2.024 -0.590 0.00 -0.01 -0.01
H 3.096 1.618 -1.344 -0.09 -0.02 -0.10
H -2.065 4.439 -3.453 0.00 0.01 0.01
C 2.979 0.599 -1.021 0.11 0.04 0.16
O -1.479 2.090 0.433 -0.09 0.25 0.01
C -0.569 2.549 -2.375 -0.10 -0.08 0.03
N -1.408 -1.683 0.326 0.13 -0.05 0.00
H -3.285 3.584 1.245 -0.02 -0.01 -0.01
O 0.201 1.710 -1.837 0.25 0.12 -0.07
H 1.130 -4.714 0.517 0.00 -0.01 0.00
H 1.835 -2.272 4.357 0.00 0.00 -0.01
```
Positions in Å, forces in eV/Å.

Calculated values
- Charge: +1
- Kohn-Sham gap: 0.2958 hartree
- HOMO level: -0.379 Eh

Mulliken analysis output, partial charges in e: 0.2795 0.2816 -0.8785 -0.3717 -0.7889 -0.3505 0.1248 0.3251 0.1894 -0.8167 -0.3942 -0.3622 -0.9038 0.4587 0.4148 0.4875 -0.8838 -0.3442 -0.8601 0.3861 0.4012 -0.4635 0.2019 0.3584 0.3168 0.2006 0.3152 0.7256 0.4259 0.5182 0.4320 0.3634 -0.6255 0.1762 -1.6417 0.2996 0.8015 0.2961 0.3568 -0.1591 -0.1240 0.4543 0.4845 0.3729 -0.7120 -0.7773 1.7766 -0.2553 0.4471 -0.6416 0.3401 0.3420

=====

Record 4
C20H22NPtTe as an isolated structure. Source: OMol25; level of theory: ωB97M-V/def2-TZVPD.

```
45
Properties=species:S:1:pos:R:3:forces:R:3
C -0.576 1.335 0.183 -0.12 -0.15 -0.15
H -1.681 4.838 -0.926 0.00 0.00 0.00
H -2.208 1.450 1.606 -0.01 0.01 -0.01
H -1.455 1.110 3.563 0.01 -0.01 0.01
C 0.919 1.146 -1.877 0.04 0.10 -0.05
C -0.394 3.176 -1.311 0.00 0.00 -0.02
H -0.355 -3.664 -0.122 0.03 -0.03 -0.02
H 0.092 3.664 -2.146 0.00 0.00 0.00
C -2.060 3.204 0.414 0.00 0.00 -0.02
C -1.270 -0.935 2.870 0.05 -0.03 0.01
H -3.485 -0.959 0.156 0.03 0.01 0.02
C 1.797 0.173 -1.418 0.05 0.00 -0.05
H 0.974 1.415 3.962 -0.01 0.01 0.00
C -0.207 -3.151 -1.068 -0.02 0.02 0.01
H 2.534 -0.466 3.499 -0.01 0.01 0.02
C 1.468 -0.598 3.351 0.09 -0.11 -0.23
H -2.889 3.686 0.917 -0.01 0.00 0.00
C -0.387 -2.039 2.714 -0.08 -0.07 -0.10
H 0.846 -3.030 -1.316 -0.02 -0.01 0.04
C 2.621 -0.565 -2.255 -0.01 -0.03 0.02
Pt 0.177 -0.381 1.114 0.09 0.49 0.39
C 2.570 -0.327 -3.619 -0.03 0.01 -0.01
C 1.697 0.635 -4.115 0.03 -0.03 0.00
C -0.773 0.291 3.374 -0.12 -0.04 -0.02
H 3.323 -1.288 -1.851 0.00 0.00 0.00
H 2.546 -0.793 0.195 0.03 0.03 0.01
H 2.317 0.811 0.446 -0.04 0.01 -0.04
C -1.660 1.938 0.816 0.05 0.01 0.02
C -1.395 3.839 -0.627 0.00 0.00 0.02
H -3.511 -2.255 -1.052 0.04 -0.02 -0.01
H 1.669 -2.678 2.759 0.01 0.00 0.09
H -0.700 -3.697 -1.875 -0.04 0.04 0.01
H -0.765 -3.007 2.409 -0.04 0.00 0.06
C 0.013 1.880 -0.964 0.06 0.08 -0.03
C 0.593 0.469 3.597 0.01 0.03 -0.02
H 0.187 2.077 -3.672 0.01 0.00 0.01
Te -1.095 -1.225 -1.015 -0.06 -0.16 -0.05
C -2.954 -1.834 -0.211 0.02 0.00 0.03
H 3.214 -0.880 -4.288 0.00 0.00 0.00
H -2.809 -2.592 0.554 -0.04 0.00 0.01
H 1.648 0.822 -5.179 0.00 0.00 0.00
C 0.879 1.356 -3.258 -0.03 0.02 0.04
H -2.335 -1.071 2.729 0.00 0.02 0.00
N 1.898 -0.023 0.022 -0.01 -0.03 0.11
C 0.983 -1.855 2.916 0.06 -0.16 -0.09
```
Positions in Å, forces in eV/Å.

Calculated values
- Charge: +3
- Kohn-Sham gap: 0.2043 hartree
- HOMO level: -0.660 Eh

Mulliken analysis output, partial charges in e: 0.3724 0.4545 0.5092 0.6414 0.9027 -0.9279 0.3321 0.6055 -0.8730 -0.5629 0.3350 0.6078 0.5097 -0.9251 0.5395 -0.2348 0.4809 -0.4430 0.3283 -0.9249 0.7981 -0.7661 -0.9728 -0.3146 0.4537 0.4552 0.4599 -0.8785 -0.8809 0.3957 0.5412 0.4198 0.6542 1.3881 -0.5264 0.5761 0.5179 -0.9776 0.4689 0.3685 0.4730 -1.0416 0.6293 -0.2089 -0.7596

=====

Record 5
An isolated molecule of C20H22O2 in a non-equilibrium geometry. Source: OMol25; level of theory: ωB97M-V/def2-TZVPD.

```
44
Properties=species:S:1:pos:R:3:forces:R:3
H -0.669 2.697 -0.826 0.10 -0.18 -0.13
C -1.283 -0.711 2.716 0.62 -0.01 -0.33
H -0.750 -4.210 1.118 -0.19 0.19 0.04
C -0.307 0.459 0.622 -2.92 -0.66 -0.54
H -1.059 2.950 -3.248 -0.27 -0.24 0.18
C 1.590 2.209 0.358 -0.04 0.39 -0.48
H 0.865 2.894 0.791 -0.02 0.11 -0.08
H 2.473 -0.532 -1.926 0.23 0.27 0.08
C 1.179 0.778 0.768 2.87 -0.86 1.23
H -2.005 -1.413 -1.088 0.36 0.41 0.24
O 0.979 1.705 3.042 0.78 -1.26 -1.70
H 3.032 1.080 -1.385 -0.15 0.03 -0.02
H -1.368 0.282 3.176 0.03 -0.43 -0.14
H -1.725 -1.759 4.548 -0.06 -0.15 -0.50
C -1.332 -3.132 2.891 0.20 0.31 0.67
H -1.989 0.141 -5.500 -0.03 0.05 -0.08
H 2.905 0.107 3.862 -0.62 0.10 -0.39
C 2.132 -0.291 0.110 -0.18 -1.90 0.48
C -2.012 -0.294 -2.864 0.20 0.61 0.07
C -0.944 -3.235 1.561 -0.17 0.32 0.00
C -1.486 -1.865 3.483 -0.12 0.06 -0.48
C -0.815 -0.804 1.382 0.26 0.13 0.25
C -1.024 0.570 -0.801 0.29 -0.14 0.64
C -1.265 1.993 -2.760 -0.07 -0.33 0.35
C 1.465 0.786 2.375 -1.32 1.04 1.02
H 2.687 -1.056 2.537 -0.36 0.24 0.19
C -0.990 1.834 -1.403 0.42 -0.13 -0.56
H -2.401 -1.106 -3.492 -0.02 0.17 0.64
H -1.447 -4.022 3.520 0.00 0.31 -0.37
C 2.167 -0.310 3.145 0.60 -0.47 0.14
C -0.728 -2.078 0.807 0.47 0.00 0.68
H 1.605 2.316 -0.727 -0.38 0.09 0.07
O 2.221 -1.466 0.504 -0.63 2.42 -0.44
H 3.969 -0.361 -0.980 -0.46 -0.01 0.00
H -0.720 1.312 1.139 -0.44 0.27 0.48
C -1.948 1.099 -4.981 -0.24 0.10 -0.16
H 1.379 -0.815 3.737 0.37 0.19 -0.32
H -1.169 1.722 -5.447 -0.26 -0.22 0.21
H -2.914 1.606 -5.109 0.20 -0.10 -0.23
H 2.584 2.601 0.672 -0.49 -0.92 0.22
C -1.719 -0.447 -1.496 0.49 -0.11 -0.69
C 2.949 0.036 -1.110 0.35 -0.09 -0.34
C -1.724 0.905 -3.511 0.33 0.50 0.11
H -0.386 -2.177 -0.209 0.22 -0.08 -0.01
```
Positions in Å, forces in eV/Å.

Calculated values
- SMILES: CC(=O)C(C)(C(C)=O)[C@H](c1ccccc1)c1ccc(C)cc1
- Kohn-Sham gap: 0.3491 hartree
- HOMO level: -0.325 Eh

Mulliken analysis output, partial charges in e: 0.4906 -0.2789 0.3603 -0.7026 0.3523 -2.5522 0.5503 0.2879 2.9963 0.7175 -0.6013 0.3607 0.3439 0.3899 -0.4486 0.3747 0.3967 0.3543 -1.0691 -1.0727 -0.5961 0.3180 -0.1241 -0.7295 0.4231 0.2863 -0.8639 0.3384 0.3607 -1.1661 -0.5124 0.6386 -0.5698 0.3994 0.9360 -1.5064 0.2140 0.3551 0.2923 0.3151 -0.2176 -1.4917 1.0299 0.6210